# 1
DFT (the ωB97M-V functional and the def2-TZVPD basis) results for an isolated molecule of C4H5NO3 in a non-equilibrium geometry.

Summary:
- Total charge: 0
- SMILES: O=C/C=C\C(=O)NO

Last columns: bonded neighbours and bond lengths (Å).
Positions of all 13 atoms, in Å:
1 O -1.3871 2.2991 0.7458  N4 1.365, H13 0.956
2 O -1.6233 0.1517 2.1101  C8 1.285
3 O 0.8722 0.5471 -1.9700  C6 1.196
4 N -0.8425 1.1731 0.1980  O1 1.365, C8 1.335, H11 1.122
5 C 1.1679 -1.0715 -0.2511  C6 1.401, C7 1.432, H12 1.138
6 C 1.3716 -0.4194 -1.4742  O3 1.196, C5 1.401, H9 1.080
7 C -0.1168 -0.9741 0.3751  C5 1.432, C8 1.527, H10 1.082
8 C -1.0132 0.1042 0.9796  O2 1.285, N4 1.335, C7 1.527
9 H 1.8593 -0.9692 -2.2654  C6 1.080
10 H 0.1990 -1.7591 1.0500  C7 1.082
11 H -0.4959 0.9778 -0.8513  N4 1.122
12 H 1.8450 -1.9807 -0.1472  C5 1.138
13 H -1.8363 1.9211 1.5006  O1 0.956

***

# 2
DFT (the ωB97M-V functional and the def2-TZVPD basis) results for an isolated molecule of C4H5NO3 in a non-equilibrium geometry.

Summary:
- Total charge: 0
- SMILES: C=CN(C=O)OC=O

Last columns: bonded neighbours and bond lengths (Å).
Positions of all 13 atoms, in Å:
1 O -1.8924 -1.5625 0.5527  C6 1.279
2 O 1.0411 -0.0050 -0.9865  N4 1.390, C8 1.422
3 O 2.2113 0.1133 1.0982  C8 1.186
4 N -0.1524 -0.1258 -0.2850  O2 1.390, C5 1.402, C6 1.516
5 C -0.6250 1.1632 0.0009  N4 1.402, C7 1.449, H12 1.057
6 C -0.9389 -1.4218 -0.2878  O1 1.279, N4 1.516, H11 1.166
7 C -1.9303 1.7916 0.0329  C5 1.449, H10 1.234, H13 1.118
8 C 2.1379 0.0126 -0.0811  O2 1.422, O3 1.186, H9 1.217
9 H 3.1184 -0.4088 -0.6654  C8 1.217
10 H -2.8628 1.0648 0.3875  C7 1.234
11 H -0.2653 -2.0864 -0.9692  C6 1.166
12 H 0.1970 1.7745 -0.2582  C5 1.057
13 H -1.8624 2.8959 0.1952  C7 1.118

***

Energy: -11856.55301 -11856.57121 (eV)
LUMO level: -1.55 0.05 (eV)
Kohn-Sham gap: 7.990 8.941 (eV)